1.
DFT (the ωB97M-V functional and the def2-TZVPD basis) results for a structure of composition C36H42AsBF4N8O2S7W.

Multiplicity: 3
Energy relative to the best compared isomer or geometry (same formula, charge and spin) in kcal/mol: 55.44
HOMO (spin up / spin down) in Ha: -0.0338 / -0.0059
Net charge: -2

Last column: Löwdin spin population.
Cartesian coordinates (Å):
1 W 0.33234 -0.07066 -1.39445  1.725
2 C -4.18106 -4.88414 -2.14616  0.001
3 C -3.59332 -3.52843 -1.86182  0.009
4 C -3.87400 -2.43532 -2.67770  0.000
5 C -3.27714 -1.20824 -2.45700  0.008
6 C -2.37496 -1.02663 -1.40996  0.012
7 N -1.73317 0.19416 -1.18087  0.054
8 C -2.47102 1.21886 -0.65885  0.011
9 C -3.83417 1.02966 -0.32832  0.010
10 C -4.64699 2.02675 0.16218  -0.001
11 C -4.14893 3.29752 0.40376  0.015
12 C -5.02350 4.43160 0.85854  0.003
13 C -2.79924 3.49050 0.15875  -0.002
14 C -1.95790 2.50638 -0.34938  0.015
15 N -0.58777 2.88196 -0.52798  0.006
16 C -0.10090 4.14641 -0.51196  0.008
17 C 1.25327 4.08792 -0.72010  0.004
18 C 1.52814 2.73102 -0.88182  0.017
19 N 0.41027 2.01528 -0.78403  0.025
20 C -2.09833 -2.12485 -0.58952  0.009
21 C -2.69739 -3.35718 -0.81752  -0.001
22 N -1.18475 -2.00382 0.50180  0.005
23 C -1.18601 -2.74374 1.63623  0.008
24 C -0.12550 -2.33953 2.40377  0.001
25 C 0.48824 -1.32448 1.65887  0.011
26 N -0.14636 -1.13292 0.51265  0.011
27 H -5.16866 -4.79868 -2.60380  0.000
28 H -4.27934 -5.47418 -1.23352  0.000
29 H -3.54644 -5.45017 -2.83334  0.001
30 H -4.56253 -2.55434 -3.50832  0.000
31 H -3.48947 -0.35682 -3.09306  0.000
32 H -4.26392 0.05153 -0.48486  0.001
33 H -5.68910 1.79900 0.36568  0.000
34 H -5.87380 4.06777 1.44034  0.000
35 H -5.42548 4.99682 0.01224  0.001
36 H -4.47067 5.13499 1.48614  0.000
37 H -2.39360 4.46493 0.38787  -0.001
38 H -0.74013 4.99482 -0.37267  0.001
39 H 1.94364 4.91164 -0.75440  0.000
40 H 2.46525 2.23672 -1.07617  0.002
41 H -2.42792 -4.20703 -0.20358  0.000
42 H -1.95146 -3.47759 1.81528  0.001
43 H 0.17750 -2.73938 3.35494  0.000
44 H 1.34329 -0.71323 1.88830  0.001
45 S 2.23810 -5.20723 -1.77063  -0.021
46 As 0.37149 -5.38825 -0.43890  0.012
47 S 0.65344 -2.23683 -2.41328  0.001
48 S 1.64913 -3.40928 -0.92178  -0.043
49 S 0.90125 -6.19564 1.40522  0.006
50 C 1.67277 -1.27768 5.12246  0.000
51 C 1.69288 -0.27909 6.27488  0.000
52 C 3.04544 0.38509 6.55074  0.000
53 C 3.45006 1.47466 5.56055  0.000
54 N 3.81693 0.96093 4.25753  0.000
55 C 3.10528 1.13787 3.11729  0.000
56 S 1.69456 2.04921 3.02320  0.000
57 N 3.54025 0.45414 2.04857  0.000
58 C 4.70567 -0.40847 1.99037  0.000
59 C 6.03779 0.33284 1.90730  0.000
60 C 7.21864 -0.60601 2.10766  0.000
61 C 8.55758 0.10958 1.99184  0.000
62 H 0.71050 -1.79130 5.07882  0.000
63 H 2.44905 -2.03880 5.24560  0.000
64 H 1.81783 -0.79431 4.15776  0.000
65 H 1.37859 -0.79273 7.18941  0.000
66 H 0.94987 0.50172 6.08762  0.000
67 H 3.83112 -0.38066 6.59647  0.000
68 H 3.01641 0.84465 7.54442  0.000
69 H 4.28905 2.05417 5.95991  0.000
70 H 2.62206 2.16292 5.39959  0.000
71 H 4.63195 0.37211 4.21029  0.000
72 H 3.08071 0.67206 1.17454  0.000
73 H 4.58149 -1.02988 1.10456  0.000
74 H 4.69493 -1.09537 2.84781  0.000
75 H 6.07138 1.14116 2.64784  0.000
76 H 6.09477 0.80928 0.92656  0.000
77 H 7.16432 -1.40839 1.36591  0.000
78 H 7.14247 -1.09428 3.08663  0.000
79 H 8.66993 0.55989 1.00339  0.000
80 H 9.39946 -0.56828 2.14770  0.000
81 H 8.63612 0.91507 2.72724  0.000
82 F 4.44235 1.01836 -0.96553  0.000
83 B 3.80772 -0.15802 -1.41958  0.004
84 F 4.56366 -1.27247 -1.07447  0.001
85 F 3.51790 -0.08407 -2.75730  0.005
86 F 2.54094 -0.22977 -0.64552  0.045
87 O -2.13221 4.98157 -3.96103  0.001
88 S -2.47235 3.58686 -4.12357  0.000
89 O -3.84210 3.22763 -3.84699  0.000
90 N -1.42941 2.63005 -3.34946  0.006
91 C -0.73812 1.85839 -4.16594  0.004
92 S 0.38451 0.67215 -3.78419  0.011
93 C -1.07222 2.07130 -5.61851  -0.001
94 C -0.56615 1.43357 -6.74264  0.000
95 C -1.05451 1.80775 -7.98676  0.000
96 C -2.03609 2.79101 -8.11083  0.000
97 C -2.54895 3.42220 -6.98534  0.000
98 C -2.04283 3.04329 -5.75710  -0.001
99 H 0.18428 0.66185 -6.63352  0.000
100 H -0.67239 1.32290 -8.87733  0.000
101 H -2.40406 3.05818 -9.09468  0.000
102 H -3.31816 4.18080 -7.05993  0.000

Forces on atoms 1 to 2 (eV/Å):
W -0.176 -0.813 -0.220
C -0.032 -0.045 -0.010



2.
DFT (the ωB97M-V functional and the def2-TZVPD basis) results for a structure of composition C36H42AuN2OP2S2 in a non-equilibrium geometry.

Multiplicity: 1
HOMO in Ha: -0.5767
Net charge: +3

Last column: Löwdin charge in e.
Cartesian coordinates (Å):
1 Au -0.13792 1.31094 -1.22982  0.535
2 C -0.68893 4.98464 -1.47291  -0.193
3 P 0.52187 3.64572 -1.22805  0.851
4 C 1.47827 4.14543 0.23257  -0.222
5 C 1.65094 3.70008 -2.64586  -0.383
6 C 2.67588 4.64044 -2.68854  -0.052
7 C 3.54733 4.66479 -3.76571  -0.013
8 C 3.40820 3.75130 -4.79862  -0.013
9 C 2.39293 2.80849 -4.76408  -0.053
10 C 1.50780 2.77994 -3.69127  -0.383
11 P 0.18680 1.53722 -3.63486  0.864
12 C -1.11581 2.10570 -4.77707  -0.185
13 C 0.85223 0.02431 -4.38842  -0.234
14 H -0.14928 5.93027 -1.56049  0.078
15 H -1.35474 5.02642 -0.61065  0.067
16 H -1.27284 4.81703 -2.37894  0.047
17 H 1.76783 5.19590 0.16882  0.071
18 H 2.36607 3.51548 0.31352  0.069
19 H 0.85388 4.00251 1.11776  0.053
20 H 2.80400 5.35421 -1.88860  0.114
21 H 4.34081 5.39686 -3.79494  0.132
22 H 4.09316 3.76930 -5.63265  0.132
23 H 2.29932 2.09933 -5.57281  0.115
24 H -0.68414 2.23106 -5.77253  0.079
25 H -1.53094 3.05721 -4.44140  0.049
26 H -1.90476 1.35350 -4.81688  0.068
27 H 0.99109 0.14817 -5.46427  0.073
28 H 0.14279 -0.78880 -4.21212  0.055
29 H 1.80235 -0.22399 -3.91095  0.060
30 S 0.54090 -1.19643 -1.17486  0.777
31 C 0.73040 -1.69892 0.42105  -0.614
32 N 0.79603 -2.98635 0.73034  -0.064
33 C 1.00915 -3.37675 2.10830  -0.059
34 C 1.97843 -2.40851 2.76666  -0.058
35 N 1.46388 -1.06041 2.62696  -0.062
36 C 1.60056 -0.19556 3.78458  -0.105
37 C 0.65969 -0.62187 4.88720  -0.221
38 C 1.14724 -1.10087 6.10101  -0.035
39 C 0.27053 -1.44819 7.11392  -0.042
40 C -1.10616 -1.34308 6.91428  -0.041
41 C -1.59815 -0.86372 5.70498  -0.059
42 C -0.72471 -0.51547 4.69340  -0.047
43 C 0.84948 -0.70735 1.50397  -0.609
44 S 0.16439 0.82498 1.31498  0.770
45 C 0.70236 -4.05858 -0.24262  -0.106
46 C 2.05927 -4.66848 -0.48830  -0.220
47 C 3.07338 -3.87226 -1.04351  -0.051
48 C 4.33096 -4.39608 -1.25990  -0.061
49 C 4.59700 -5.72142 -0.93324  -0.041
50 C 3.59188 -6.51896 -0.38259  -0.042
51 C 2.33092 -5.99465 -0.15946  -0.033
52 H 1.41265 -4.38955 2.12826  0.150
53 H 0.05320 -3.37212 2.64590  0.161
54 H 2.97427 -2.48241 2.31333  0.161
55 H 2.06979 -2.64033 3.82811  0.147
56 H 1.37867 0.83025 3.48185  0.093
57 H 2.63461 -0.24084 4.13643  0.150
58 H 2.21042 -1.17637 6.26815  0.120
59 H 0.65398 -1.79808 8.05922  0.119
60 H -1.78811 -1.63483 7.69986  0.119
61 H -2.66188 -0.75259 5.56251  0.112
62 H -1.10464 -0.12683 3.76055  0.082
63 H 0.29983 -3.64776 -1.17345  0.094
64 H 0.00375 -4.81358 0.12882  0.152
65 H 2.85185 -2.85403 -1.32627  0.077
66 H 5.10355 -3.78084 -1.69421  0.112
67 H 5.57645 -6.13763 -1.11385  0.118
68 H 3.80115 -7.54380 -0.12025  0.119
69 H 1.55924 -6.62122 0.25977  0.120
70 C -3.77260 2.46827 -1.93901  0.004
71 C -3.55322 1.32586 -1.00052  -0.373
72 O -2.45446 0.78542 -0.87818  -0.108
73 C -4.69922 0.85914 -0.21280  -0.167
74 C -6.01744 1.25307 -0.46455  -0.008
75 C -7.05126 0.76055 0.31995  -0.036
76 C -6.78176 -0.11199 1.36876  -0.034
77 C -5.47631 -0.48991 1.64125  -0.052
78 C -4.44123 -0.01444 0.85305  -0.013
79 H -2.81197 2.81549 -2.31362  0.039
80 H -4.29815 3.28405 -1.44710  0.106
81 H -4.38926 2.14372 -2.77681  0.111
82 H -6.25270 1.94153 -1.26281  0.116
83 H -8.06824 1.06504 0.12023  0.120
84 H -7.59182 -0.49932 1.96652  0.121
85 H -5.26464 -1.16672 2.45631  0.111
86 H -3.41611 -0.29172 1.04721  0.102

Forces on atoms 1 to 2 (eV/Å):
Au 1.114 -0.721 0.531
C -0.145 -0.567 0.085



Calculated energy in order - -204098.0549, -86959.2984 eV